[1]
{"formula": "H2NO2S3", "method": "ωB97M-V with the def2-TZVPD basis set", "orbital_gap_ev": 7.384, "e_tot_ev": -38122.455, "largest_force_ev_per_a": 3.18, "de_lowest_ev": 1.372, "charge": -1, "species": ["N", "O", "O", "S", "S", "S", "H", "H"], "coordinates": [[1.458, -0.641, 0.240], [-1.529, -0.820, 1.093], [-1.018, -0.673, -1.296], [-0.714, 1.776, 0.177], [0.883, 0.566, -0.536], [-1.796, -0.065, -0.145], [0.888, -1.555, 0.320], [1.828, 1.412, 0.148]]}

***

[2]
{"formula": "CH6N2O", "method": "ωB97M-V with the def2-TZVPD basis set", "orbital_gap_ev": 5.557, "e_tot_ev": -6158.531, "largest_force_ev_per_a": 3.04, "de_lowest_ev": 3.965, "species": ["O", "H", "N", "C", "N", "H", "H", "H", "H", "H"], "coordinates": [[-2.348, 0.182, -1.057], [-2.717, -0.271, -1.821], [0.506, -0.686, -0.562], [0.768, -0.246, 0.696], [0.797, 1.015, 1.005], [-0.436, -0.584, -0.956], [1.201, -1.266, -0.996], [0.920, -1.057, 1.402], [0.651, 1.186, 1.990], [0.658, 1.726, 0.299]]}

***

[3]
{"formula": "C6H10O", "method": "ωB97M-V with the def2-TZVPD basis set", "orbital_gap_ev": 6.226, "e_tot_ev": -8425.656, "largest_force_ev_per_a": 2.49, "de_lowest_ev": 5.584, "species": ["C", "C", "C", "C", "O", "C", "C", "H", "H", "H", "H", "H", "H", "H", "H", "H", "H"], "coordinates": [[1.829, -0.541, -0.186], [0.779, 0.027, 0.727], [-0.050, 1.612, -0.667], [-1.179, 0.967, -0.201], [-1.656, -0.108, -0.949], [-1.305, -1.198, -0.080], [-0.502, -0.454, 0.961], [2.319, -1.380, 0.363], [2.609, 0.192, -0.392], [1.415, -0.935, -1.113], [1.263, 0.480, 1.593], [0.036, 2.662, -0.443], [0.181, 1.389, -1.704], [-1.952, 1.479, 0.395], [-0.779, -1.974, -0.659], [-2.210, -1.623, 0.372], [-0.799, -0.596, 1.984]]}

***

[4]
{"formula": "BrH2OP", "method": "ωB97M-V with the def2-TZVPD basis set", "orbital_gap_ev": 9.027, "e_tot_ev": -81410.077, "largest_force_ev_per_a": 3.18, "de_lowest_ev": 1.571, "species": ["O", "P", "Br", "H", "H"], "coordinates": [[0.677, 0.049, -0.800], [-0.070, -0.995, 0.160], [-1.431, -1.941, -1.386], [0.230, 0.722, -1.291], [-1.446, 0.273, 1.103]]}

***

[5]
{"formula": "C2H5NO3S3", "method": "ωB97M-V with the def2-TZVPD basis set", "orbital_gap_ev": 6.157, "e_tot_ev": -42288.893, "largest_force_ev_per_a": 3.14, "de_lowest_ev": 2.179, "species": ["C", "C", "N", "O", "O", "O", "S", "S", "S", "H", "H", "H", "H", "H"], "coordinates": [[-1.015, -0.608, 0.754], [2.336, -0.839, -0.606], [1.845, -0.106, 0.339], [-2.311, 0.852, -1.344], [-1.859, 2.021, 0.911], [-0.065, 1.518, -0.565], [-2.560, -1.593, 0.544], [-0.946, -1.875, -0.533], [-1.376, 0.922, -0.252], [2.225, -0.559, -1.729], [3.037, -1.755, -0.344], [1.262, 0.791, -0.023], [1.932, -0.386, 1.307], [-2.506, 1.616, 1.541]]}

***

[6]
{"formula": "C30H40Br6O12S2", "method": "ωB97M-V with the def2-TZVPD basis set", "orbital_gap_ev": [7.684, 2.850], "e_tot_ev": -498236.233, "largest_force_ev_per_a": 4.92, "spin_multiplicity": 2, "charge": 1, "species": ["Br", "C", "C", "Br", "H", "H", "H", "H", "Br", "C", "C", "Br", "H", "H", "H", "H", "Br", "C", "C", "Br", "H", "H", "H", "H", "O", "S", "O", "O", "C", "C", "C", "H", "H", "H", "H", "H", "H", "H", "H", "O", "S", "O", "O", "C", "C", "C", "H", "H", "H", "H", "H", "H", "H", "H", "C", "C", "C", "O", "C", "C", "C", "O", "H", "H", "H", "H", "C", "C", "C", "O", "C", "C", "C", "O", "H", "H", "H", "H", "C", "C", "C", "O", "C", "C", "C", "O", "H", "H", "H", "H"], "coordinates": [[29.182, 28.871, 19.637], [30.338, 27.880, 18.439], [30.632, 28.577, 17.115], [32.130, 27.859, 16.127], [29.886, 26.932, 18.144], [31.350, 27.697, 18.801], [30.952, 29.595, 17.337], [29.782, 28.611, 16.433], [31.784, 22.460, 17.440], [32.080, 23.110, 19.318], [32.378, 24.606, 19.489], [33.831, 25.249, 18.293], [32.965, 22.618, 19.725], [31.176, 22.772, 19.824], [32.430, 24.986, 20.509], [31.500, 25.190, 19.210], [29.234, 33.264, 20.722], [28.775, 32.248, 19.000], [28.094, 33.224, 18.059], [27.713, 32.149, 16.453], [28.268, 31.317, 19.253], [29.730, 31.945, 18.571], [28.648, 34.097, 17.712], [27.095, 33.464, 18.421], [38.493, 27.646, 18.855], [37.335, 26.684, 18.739], [36.656, 26.268, 19.964], [36.286, 27.257, 17.641], [36.846, 27.903, 16.452], [35.692, 28.634, 15.782], [37.826, 25.216, 17.713], [37.208, 27.132, 15.771], [37.629, 28.632, 16.661], [34.797, 28.012, 15.809], [35.925, 28.825, 14.735], [35.392, 29.607, 16.171], [38.392, 25.513, 16.830], [36.970, 24.560, 17.554], [38.517, 24.625, 18.316], [27.465, 32.563, 10.672], [28.399, 33.126, 11.676], [27.875, 33.816, 12.822], [29.552, 31.962, 12.069], [30.395, 32.193, 13.190], [30.308, 30.869, 14.037], [29.630, 34.325, 10.905], [30.040, 32.984, 13.849], [31.416, 32.541, 13.032], [29.287, 30.519, 14.194], [30.646, 31.189, 15.023], [30.999, 30.099, 13.695], [29.078, 35.224, 10.632], [30.054, 33.763, 10.072], [30.475, 34.602, 11.534], [31.805, 30.156, 23.852], [31.505, 29.129, 23.004], [32.531, 28.380, 22.234], [32.283, 27.438, 21.499], [33.823, 29.033, 22.324], [34.107, 30.092, 23.149], [33.139, 30.770, 23.967], [33.284, 31.767, 24.611], [30.907, 30.517, 24.333], [30.478, 28.799, 22.968], [34.677, 28.649, 21.785], [35.071, 30.572, 23.240], [35.504, 32.285, 20.436], [34.250, 32.137, 19.950], [33.788, 31.068, 19.076], [32.601, 30.788, 18.712], [34.877, 30.062, 18.827], [36.118, 30.147, 19.404], [36.501, 31.234, 20.277], [37.625, 31.157, 20.833], [35.722, 32.965, 21.245], [33.393, 32.615, 20.400], [34.685, 29.249, 18.143], [36.882, 29.397, 19.257], [27.177, 26.142, 17.741], [28.050, 25.173, 17.400], [27.763, 23.788, 17.634], [28.529, 22.781, 17.523], [26.401, 23.528, 18.155], [25.524, 24.583, 18.465], [25.811, 26.018, 18.351], [24.920, 26.756, 18.564], [27.511, 27.143, 17.511], [29.036, 25.365, 17.004], [25.961, 22.542, 18.190], [24.527, 24.198, 18.620]]}

***

[7]
{"formula": "C6H35NO13", "method": "ωB97M-V with the def2-TZVPD basis set", "orbital_gap_ev": [9.200, 4.427], "e_tot_ev": -34885.640, "largest_force_ev_per_a": 6.88, "spin_multiplicity": 2, "de_lowest_ev": 3.135, "charge": 1, "species": ["C", "N", "C", "C", "C", "C", "C", "O", "H", "H", "H", "H", "H", "H", "H", "H", "H", "H", "H", "H", "H", "O", "H", "H", "O", "H", "H", "O", "H", "H", "O", "H", "H", "O", "H", "H", "O", "H", "H", "O", "H", "H", "O", "H", "H", "O", "H", "H", "O", "H", "H", "O", "H", "H", "O"], "coordinates": [[-0.013, 2.672, -0.070], [0.657, 1.613, -0.478], [0.837, 1.400, -1.973], [0.956, -0.166, -2.157], [1.010, -0.874, -0.800], [0.377, 0.273, 0.147], [0.872, 0.084, 1.550], [-0.636, 2.631, 1.024], [-0.060, 3.601, -0.654], [-0.190, 1.859, -2.371], [1.720, 2.021, -2.275], [0.055, -0.571, -2.602], [1.766, -0.454, -2.770], [2.024, -1.239, -0.314], [0.522, -1.864, -0.815], [-0.785, 0.115, 0.190], [0.157, -0.445, 2.227], [1.805, -0.287, 1.609], [0.913, 1.170, 2.114], [-3.397, -0.135, 1.098], [-1.857, 0.155, 1.073], [-2.490, -0.521, 1.128], [2.391, 2.669, 2.315], [3.655, 3.356, 1.932], [2.944, 2.813, 1.503], [3.231, -1.001, -1.724], [3.918, -0.321, -0.651], [3.882, -1.209, -1.123], [-2.534, 2.841, 1.120], [-2.972, 3.191, 2.514], [-3.341, 3.013, 1.648], [-2.668, -2.259, 1.748], [-1.494, -3.305, 2.184], [-2.485, -3.205, 1.903], [-2.259, -1.663, -2.426], [-2.430, -1.478, -4.056], [-2.311, -1.263, -3.219], [-2.628, 2.573, -2.031], [-2.766, 1.054, -2.087], [-2.298, 1.757, -1.610], [3.490, 0.645, 0.867], [4.455, 1.600, 0.345], [4.368, 0.689, 0.633], [0.744, -4.088, 1.085], [1.413, -2.829, 1.368], [0.488, -3.241, 1.081], [3.802, -2.616, 0.528], [3.716, -2.510, 2.060], [3.275, -2.779, 1.325], [-3.045, -2.584, -0.759], [-1.776, -2.587, 0.024], [-2.021, -2.675, -0.965], [-4.914, 2.038, 0.123], [-3.563, 1.213, -0.378], [-4.509, 1.122, -0.157]]}

***

[8]
{"formula": "C5H8O", "method": "ωB97M-V with the def2-TZVPD basis set", "orbital_gap_ev": [6.289, 8.175], "e_tot_ev": -7357.938, "largest_force_ev_per_a": 2.29, "de_lowest_ev": 4.317, "species": ["O", "C", "C", "C", "C", "C", "H", "H", "H", "H", "H", "H", "H", "H"], "coordinates": [[-0.539, -2.124, -1.693], [-0.581, -1.008, -0.956], [-0.077, -0.974, 0.416], [-0.019, 0.196, 1.279], [0.254, 1.498, 0.815], [0.335, 1.985, -0.459], [-0.429, -2.901, -1.122], [-0.815, -0.129, -1.544], [0.988, -1.035, 0.051], [-0.273, -1.921, 0.947], [-0.006, 0.001, 2.345], [0.460, 2.224, 1.605], [0.138, 1.412, -1.357], [0.673, 3.004, -0.627]]}